Entry 1:
The following is a DFT calculation (the ωB97M-V functional and the def2-TZVPD basis) of a single C11H17NO molecule in a non-equilibrium geometry.

Gap between HOMO and LUMO, eV: 9.15
2S+1: 1
E, Ha: -559.1471
SMILES: CCOC(=C=N)CCCC1=CCC1
HOMO level, eV: -8.26

The geometry in XYZ format:
```
30
Properties=species:S:1:pos:R:3:mulliken_charge:R:1
C -1.32 -0.42 2.05 0.2350
C 0.57 1.98 1.10 -0.5826
C 3.38 -0.83 -0.65 -0.4360
C -0.95 1.86 1.40 -1.1739
C 0.68 1.57 -0.49 -0.3551
C 2.14 -0.91 0.06 -0.4071
C 3.03 0.48 -1.25 -0.8708
C -1.47 0.47 1.15 0.7072
C 1.83 0.52 -0.66 0.3554
C -2.38 -1.61 -1.12 -1.0592
C -3.14 -0.60 -0.19 -0.5143
N -1.18 -1.32 2.86 -0.7032
O -2.45 0.56 0.15 -0.3821
H 0.97 3.00 1.27 0.3519
H 1.20 1.22 1.67 0.2684
H 4.29 -0.93 0.01 0.1976
H 3.60 -1.61 -1.36 0.2603
H -1.04 2.13 2.46 0.4022
H -1.50 2.56 0.85 0.3789
H -0.28 1.17 -0.90 0.1250
H 0.99 2.42 -1.18 0.3595
H 1.39 -1.60 -0.21 0.1505
H 2.15 -0.98 1.19 0.1924
H -0.33 -1.85 2.65 0.2679
H 3.45 1.18 -1.87 0.5219
H -1.67 -2.12 -0.56 0.2373
H -3.18 -2.18 -1.41 0.4894
H -2.02 -0.95 -1.92 0.2633
H -3.32 -1.18 0.74 0.3409
H -4.01 -0.18 -0.66 0.3792
```

=====

Entry 2:
The following is a DFT calculation (the ωB97M-V functional and the def2-TZVPD basis) of 2 unconnected molecules or ions with the total composition C11H18 in a non-equilibrium geometry.

Gap between HOMO and LUMO (alpha / beta), eV: 2.65 / 6.82
2S+1: 2
Net charge: -1
E, Ha: -429.8609
HOMO level (alpha / beta), eV: 0.87 / -3.35

The geometry in XYZ format:
```
29
Properties=species:S:1:pos:R:3:mulliken_charge:R:1
C -0.80 -0.22 1.93 1.1864
C 0.38 -0.89 2.71 -1.5509
C -1.08 -0.95 0.62 -1.2322
C -2.06 -0.17 2.77 -1.6437
H -0.30 0.73 1.73 0.1228
H 1.16 -1.20 2.03 0.3719
H -1.91 -1.67 0.64 0.3781
H -1.32 -0.23 -0.17 0.0940
H -0.27 -1.52 0.16 0.2838
H -2.52 -1.14 2.96 0.3552
H -1.87 0.29 3.74 0.4096
H 0.04 -1.66 3.42 0.3435
H 0.75 -0.09 3.36 0.3662
H -2.81 0.48 2.33 0.4000
C 2.83 -0.35 -1.48 -1.6650
C 1.02 1.31 -0.91 -0.9547
C 1.47 0.26 -1.78 1.0651
C -0.25 1.81 -1.20 -0.0563
C -1.03 1.49 -2.29 -0.7714
C 0.69 -0.15 -2.87 -0.5947
C -0.57 0.37 -3.09 -0.4281
H 1.58 1.59 -0.03 0.3719
H -0.79 2.28 -0.38 0.2205
H 3.21 -0.25 -0.46 0.3055
H 3.60 0.25 -2.03 0.3778
H -2.00 1.95 -2.42 0.3401
H 1.09 -0.88 -3.56 0.2753
H -1.22 -0.05 -3.85 0.3037
H 2.97 -1.36 -1.87 0.3257
```

=====

Entry 3:
The following is a DFT calculation (the ωB97M-V functional and the def2-TZVPD basis) of 2 unconnected molecules or ions with the total composition C11H18 in a non-equilibrium geometry.

Gap between HOMO and LUMO, eV: 10.05
2S+1: 1
E, Ha: -429.9247
SMILES: Cc1ccccc1.CC(C)C
HOMO level, eV: -9.05

The geometry in XYZ format:
```
29
Properties=species:S:1:pos:R:3:mulliken_charge:R:1
C 0.56 0.93 2.03 1.0792
C -0.69 1.78 1.82 -1.3783
C 1.25 1.31 3.33 -1.6979
C 0.23 -0.57 2.01 -1.2146
H 1.23 1.18 1.21 0.1854
H -1.25 1.47 0.95 0.1532
H 0.52 1.17 4.14 0.3752
H 2.12 0.67 3.49 0.4089
H 1.61 2.34 3.34 0.4126
H -0.81 -0.73 1.74 0.3091
H 0.79 -1.13 1.26 0.1811
H 0.50 -1.06 2.95 0.4032
H -0.47 2.84 1.79 0.4034
H -1.37 1.63 2.67 0.3892
C -2.19 0.31 -2.43 -1.2892
C 1.48 -0.47 -1.80 -0.5155
C 1.51 -1.84 -1.87 -0.7153
C 0.31 0.24 -2.03 -0.1377
C -0.88 -0.41 -2.32 0.7478
C 0.30 -2.51 -2.12 -0.3872
C -0.85 -1.81 -2.39 -0.4870
H 2.38 0.14 -1.90 0.3669
H 2.39 -2.46 -1.78 0.4045
H 0.30 1.33 -2.00 0.4079
H 0.32 -3.59 -2.07 0.3843
H -2.30 0.94 -1.55 0.2238
H -3.04 -0.36 -2.54 0.3609
H -1.73 -2.37 -2.65 0.3098
H -2.21 1.02 -3.27 0.3166
```

=====

Entry 4:
The following is a DFT calculation (the ωB97M-V functional and the def2-TZVPD basis) of 2 unconnected molecules or ions with the total composition C11H18.

Gap between HOMO and LUMO, eV: 10.06
2S+1: 1
E, Ha: -429.9403
SMILES: Cc1ccccc1.CC(C)C
HOMO level, eV: -9.10

The geometry in XYZ format:
```
29
Properties=species:S:1:pos:R:3:mulliken_charge:R:1
C -2.50 2.38 -0.61 -1.4029
C -0.31 1.59 0.34 -0.2863
C -1.64 1.94 0.55 0.7113
C 0.49 1.16 1.39 -0.5195
C -0.04 1.09 2.67 -0.5021
C -2.16 1.86 1.83 -0.4143
C -1.36 1.44 2.89 -0.4976
H 0.10 1.65 -0.66 0.3703
H 1.52 0.90 1.17 0.4227
H -1.94 3.06 -1.25 0.3598
H -3.37 2.93 -0.25 0.3962
H 0.58 0.77 3.50 0.3860
H -3.19 2.13 2.02 0.3238
H -1.78 1.39 3.89 0.3654
H -2.85 1.54 -1.21 0.2708
C 1.17 -1.71 -0.80 1.2089
C 1.70 -3.13 -0.62 -1.5468
C 2.30 -0.78 -1.24 -1.3932
C 0.03 -1.69 -1.81 -1.3736
H 0.77 -1.35 0.15 -0.0019
H 1.94 -3.57 -1.59 0.3348
H 2.78 -1.15 -2.15 0.4120
H 1.93 0.24 -1.42 0.2646
H 3.06 -0.70 -0.46 0.3313
H -0.81 -2.31 -1.49 0.3747
H -0.34 -0.68 -1.95 0.2691
H 0.36 -2.05 -2.79 0.3632
H 0.96 -3.78 -0.14 0.3819
H 2.59 -3.16 0.01 0.3915
```

=====

Entry 5:
The following is a DFT calculation (the ωB97M-V functional and the def2-TZVPD basis) of 2 unconnected molecules or ions with the total composition C11H18 in a non-equilibrium geometry.

Gap between HOMO and LUMO (alpha / beta), eV: 9.25 / 5.60
2S+1: 2
Net charge: +1
E, Ha: -429.5940
HOMO level (alpha / beta), eV: -13.67 / -13.67

The geometry in XYZ format:
```
29
Properties=species:S:1:pos:R:3:mulliken_charge:R:1
C -2.57 0.99 0.00 0.9894
C -2.50 2.03 -1.12 -1.3518
C -1.53 1.42 1.07 -1.3102
C -3.90 0.82 0.69 -1.6398
H -2.16 0.06 -0.40 0.0916
H -2.62 1.63 -2.13 0.3058
H -1.53 2.52 -1.22 0.3534
H -1.75 2.32 1.65 0.3831
H -1.44 0.66 1.84 0.3744
H -0.55 1.55 0.60 0.2769
H -4.72 0.77 -0.04 0.3989
H -3.94 0.04 1.44 0.3798
H -4.18 1.75 1.11 0.4088
H -3.25 2.80 -0.93 0.4015
C 4.16 -2.23 0.76 -1.3316
C 0.79 -0.38 -0.92 -0.2587
C 2.01 0.28 -1.04 -0.4980
C 0.71 -1.76 -0.58 -0.5658
C 3.13 -0.31 -0.51 -0.2936
C 1.77 -2.34 0.05 -0.4661
C 2.99 -1.61 0.09 1.0259
H -0.11 0.17 -1.16 0.6154
H 2.09 1.35 -1.23 0.3792
H -0.13 -2.40 -0.84 0.4340
H 4.04 0.27 -0.41 0.4011
H 1.76 -3.39 0.30 0.3815
H 4.99 -2.45 0.10 0.3609
H 3.88 -3.09 1.35 0.3823
H 4.55 -1.49 1.47 0.3715
```

=====

Entry 6:
The following is a DFT calculation (the ωB97M-V functional and the def2-TZVPD basis) of a molecular structure, C11H18CaN4O5.

Gap between HOMO and LUMO, eV: 6.50
2S+1: 1
E, Ha: -1702.8907
HOMO level, eV: -6.74

The geometry in XYZ format:
```
39
Properties=species:S:1:pos:R:3:mulliken_charge:R:1
Ca 0.29 0.23 0.05 1.6257
N 1.55 -1.93 -0.23 -0.5858
C 0.39 -2.82 -0.18 -0.6575
C -0.23 -2.80 1.21 -0.8104
N -0.85 -1.51 1.55 0.6040
C -2.29 -1.51 1.20 -1.0249
C -2.81 -0.15 0.76 -0.6556
N -2.13 0.25 -0.48 -0.5028
C -0.60 -1.04 2.93 -0.8582
C -0.08 0.39 3.05 -0.5454
N 1.20 0.57 2.35 -0.5863
H 1.84 -1.74 -1.19 0.2791
H 2.34 -2.34 0.26 0.1742
H 0.63 -3.85 -0.45 0.4831
H -0.34 -2.47 -0.92 0.3120
H 0.56 -3.02 1.93 0.3957
H -0.96 -3.62 1.29 0.3702
H -2.89 -1.88 2.04 0.3965
H -2.43 -2.21 0.38 0.4703
H -2.60 0.61 1.52 0.2495
H -3.89 -0.20 0.66 0.4526
H -2.24 1.24 -0.67 0.2695
H -2.50 -0.26 -1.28 0.1700
H 0.14 -1.70 3.39 0.4402
H -1.51 -1.13 3.53 0.2547
H -0.02 0.63 4.11 0.4785
H -0.79 1.10 2.61 0.2828
H 1.95 0.10 2.84 0.1773
H 1.43 1.56 2.30 0.2730
O 2.80 4.74 -3.10 -0.5782
C 2.22 3.86 -2.52 0.4999
C 1.38 4.01 -1.27 0.0261
O 1.24 5.02 -0.61 -0.6314
C 0.83 2.68 -0.98 0.5957
C 1.25 1.75 -1.96 0.8512
O 0.94 0.49 -1.98 -1.1248
C 2.14 2.40 -2.93 0.1013
O 2.73 1.88 -3.85 -0.6330
O 0.08 2.40 0.05 -1.0388
```

=====

Entry 7:
The following is a DFT calculation (the ωB97M-V functional and the def2-TZVPD basis) of 2 unconnected molecules or ions with the total composition C11H18Cl2NO2 in a non-equilibrium geometry.

Gap between HOMO and LUMO, eV: 4.45
2S+1: 1
Net charge: -1
E, Ha: -1555.4319
HOMO level, eV: -1.74

The geometry in XYZ format:
```
34
Properties=species:S:1:pos:R:3:mulliken_charge:R:1
C 1.41 2.44 2.70 -0.2514
C 1.02 1.87 1.68 -0.6931
C 0.45 1.02 0.48 0.1999
C -0.92 0.37 1.01 -0.3019
C -1.46 -0.85 0.15 -0.7085
N -0.42 -1.85 -0.16 -0.5886
C 0.04 -1.70 -1.54 -0.1982
C 1.23 -2.72 -1.85 -0.6886
C 1.96 -3.27 -0.56 -0.7887
C 1.37 -4.66 -0.09 0.6158
O 0.57 -5.32 -0.72 -0.5187
O 1.84 -5.17 1.15 -0.5129
H 1.46 2.68 3.80 0.3249
H 0.32 1.73 -0.42 0.1545
H 1.20 0.24 0.16 0.1809
H -1.70 1.21 0.99 0.0201
H -0.74 0.07 2.09 0.3844
H -2.23 -1.39 0.80 0.2769
H -2.02 -0.54 -0.80 0.1796
H -0.82 -1.85 -2.30 0.2571
H 0.47 -0.64 -1.69 -0.0528
H 0.79 -3.55 -2.49 0.2887
H 1.99 -2.14 -2.46 0.3136
H 1.95 -2.56 0.32 0.3641
H 3.06 -3.45 -0.80 0.4670
H 2.72 -4.80 1.33 0.3248
Cl -1.88 2.68 -1.33 -0.1099
C -1.79 4.39 -0.85 -0.5770
C -1.46 4.56 0.62 -0.2607
Cl -2.80 4.02 1.67 -0.1955
H -2.74 4.86 -1.11 0.3638
H -1.00 4.84 -1.46 0.2808
H -1.29 5.61 0.84 0.3566
H -0.57 3.99 0.90 0.0929
```

=====

Entry 8:
The following is a DFT calculation (the ωB97M-V functional and the def2-TZVPD basis) of a molecular structure, C11H18ClCrIN2O2P in a non-equilibrium geometry.

Gap between HOMO and LUMO (alpha / beta), eV: 5.37 / 4.29
2S+1: 4
Net charge: +2
E, Ha: -2833.0277
HOMO level (alpha / beta), eV: -15.53 / -15.53

The geometry in XYZ format:
```
37
Properties=species:S:1:pos:R:3:mulliken_charge:R:1
C -1.39 0.57 -1.08 -1.1972
I -1.17 -0.60 2.99 0.3322
H -1.09 0.04 -2.00 0.3198
H -0.99 1.58 -1.21 0.5249
H -2.48 0.62 -1.09 0.6028
Cr -0.22 -0.57 0.29 0.0081
P -2.30 -1.88 0.24 0.8245
C -3.81 -1.21 1.04 -1.0308
C -2.88 -2.27 -1.44 -1.2848
H -1.13 -3.93 0.65 0.3632
H -2.92 -4.15 0.72 0.4361
H -2.03 -3.40 2.10 0.3273
C -2.08 -3.50 1.01 -0.9786
H -2.03 -2.64 -2.03 0.3868
H -3.66 -3.04 -1.38 0.4758
H -4.62 -1.93 0.94 0.4346
H -4.09 -0.25 0.59 0.3245
H -3.28 -1.37 -1.92 0.3677
H -3.61 -1.04 2.11 0.3844
C -1.43 1.05 1.03 0.1613
O -2.13 1.98 1.15 -0.1916
Cl 0.84 -2.33 -0.57 -0.3440
N 5.25 2.44 -1.73 -0.3558
C 4.12 1.66 -1.75 0.4288
O 3.78 1.04 -2.75 -0.5858
C 3.29 1.66 -0.50 -0.1080
C 3.48 2.51 0.60 -0.1982
C 2.54 2.52 1.62 -1.2345
C 1.44 1.66 1.56 -0.1029
N 1.32 0.78 0.55 0.6174
C 2.19 0.79 -0.49 -0.0365
H 5.86 2.34 -2.52 0.2719
H 5.66 2.77 -0.87 0.1767
H 4.34 3.16 0.64 0.3439
H 2.61 3.20 2.47 0.4255
H 0.66 1.68 2.32 0.4454
H 1.97 0.08 -1.29 0.6651
```